(1)
C41H65BrN4O8RbSi5 | ωB97M-V with the def2-TZVPD basis set

The total energy is -176002.20881 eV. The value obtained for the highest occupied orbital energy (alpha / beta) is -3.282 / -3.282 eV. The total charge is -1. The relative energy (zero: lowest compared OMol25 entry of this formula, charge and spin) comes out at 1.644 eV. The calculation puts the lowest unoccupied orbital energy (alpha / beta) at 1.48 / 1.48 eV. For the HOMO-LUMO gap (alpha / beta), the calculation gives 4.77 / 4.76 eV.

Atoms and positions in Å:
Rb (-1.6379, -0.4602, -0.4349)
Br (-4.0788, -1.0289, 4.6663)
Si (2.2343, 3.0985, 0.3949)
Si (-0.9137, 4.7316, -1.6519)
Si (0.7668, 3.0922, -1.4683)
Si (2.1588, 3.4700, -3.3588)
Si (0.9453, -3.2206, -0.8878)
O (-1.2386, 2.1926, 1.2376)
O (-2.2627, -1.9455, -3.2712)
O (-0.2260, 0.0123, 2.4651)
O (2.2737, -0.0781, -1.9182)
O (-6.1690, -0.1502, -1.3547)
O (-1.8039, -2.0090, 1.6950)
O (-0.4235, 0.7504, -2.3785)
O (-4.1313, -0.9655, -0.7639)
N (-1.9626, 2.9918, 3.2427)
N (-0.9960, -3.4746, 3.2199)
N (-0.2908, 1.9214, -2.3659)
N (-6.6252, 1.3727, 2.5020)
C (-1.9226, -4.5289, 2.8194)
C (3.9597, -3.0433, -4.5608)
C (-2.0014, 4.3712, 2.7822)
C (-1.3078, -7.3324, -1.6422)
C (1.9265, -4.7672, 1.4304)
C (-5.9286, 0.7781, 3.4776)
C (2.9050, -2.6055, 1.1410)
C (-2.5718, 4.1080, -1.0893)
C (-1.3461, 0.6402, 3.0516)
C (3.6672, -2.7862, 2.2936)
C (3.6250, -3.0856, -2.1675)
C (1.6098, 3.1518, 2.1438)
C (-4.7594, -0.6205, 1.9106)
C (-6.4085, 0.9641, 1.2430)
C (-5.2583, -0.4128, -0.5600)
C (-1.4960, 2.0145, 2.4276)
C (-5.0062, -0.2178, 3.2102)
C (1.3319, 2.9034, -4.9201)
C (-1.1771, 5.2730, -3.4184)
C (-0.0774, -3.7516, 4.3174)
C (3.1259, 4.7251, 0.1203)
C (-1.0089, -2.2862, 2.5874)
C (-5.4845, -0.0130, 0.8947)
C (2.5627, 5.2902, -3.4806)
C (1.7460, -3.2934, -3.6304)
C (4.4749, -2.9866, -3.2713)
C (0.0288, -1.2577, 3.0242)
C (-0.4031, 6.2454, -0.6685)
C (0.7419, -6.0617, -1.6071)
C (-2.3640, 2.7463, 4.6246)
C (2.0198, -3.5915, 0.6629)
C (-2.0020, -6.2030, -1.2281)
C (0.0706, -7.2603, -1.8322)
C (2.2350, -3.2344, -2.3121)
C (-1.3182, -5.0067, -1.0072)
C (2.5873, -3.2053, -4.7346)
C (2.6862, -4.9550, 2.5869)
C (3.4723, 1.7169, 0.3609)
C (3.5620, -3.9672, 3.0241)
C (3.7791, 2.5852, -3.1575)
C (0.0669, -4.9032, -1.1857)
H (5.5452, -2.8695, -3.1216)
H (4.3992, 3.0710, -2.3939)
H (-2.9241, 1.8182, 4.7198)
H (-3.0292, 4.7410, 2.7492)
H (4.0580, -3.0482, -1.1711)
H (-0.3049, 5.7736, -3.8496)
H (-1.8371, -8.2613, -1.8273)
H (-1.2097, 0.6908, 4.1325)
H (2.9900, -1.6687, 0.5885)
H (3.7315, 4.7081, -0.7959)
H (-6.9913, 1.4318, 0.4572)
H (2.4575, -0.8531, -2.4719)
H (-1.5123, 2.7227, 5.3088)
H (4.1545, -4.1139, 3.9212)
H (-2.8560, 3.2260, -1.6800)
H (0.0727, -1.1967, 4.1166)
H (3.1943, 5.4568, -4.3622)
H (3.1150, 5.6301, -2.5958)
H (0.8749, 3.9473, 2.3211)
H (-6.1171, 1.0995, 4.4970)
H (3.6192, 1.5433, -2.8567)
H (-2.5698, -4.1536, 2.0360)
H (0.9454, 1.8824, -4.8083)
H (4.1803, 1.8432, 1.1892)
H (-1.4228, 4.4132, -4.0569)
H (-3.0223, 3.5547, 4.9316)
H (2.4843, 3.3328, 2.7787)
H (-1.5746, 4.4298, 1.7885)
H (2.4248, 5.5679, 0.0387)
H (-1.4206, 5.0033, 3.4596)
H (1.2561, -5.5590, 1.1043)
H (4.0233, 1.6639, -0.5832)
H (-3.3314, 4.8810, -1.2499)
H (4.3449, -2.0037, 2.6234)
H (-1.7574, -1.1333, -3.1806)
H (-2.2661, 0.0828, 2.8435)
H (1.8182, -6.0199, -1.7646)
H (0.6190, -8.1394, -2.1588)
H (-3.1049, -1.7693, -2.8200)
H (2.0509, 2.9142, -5.7444)
H (-1.1973, 7.0021, -0.6914)
H (-1.8751, -4.1233, -0.7041)
H (1.1646, 2.1926, 2.4199)
H (3.7929, 4.9151, 0.9691)
H (-4.0302, -1.3872, 1.6676)
H (2.6010, -5.8837, 3.1450)
H (0.4837, 3.5485, -5.1760)
H (1.6718, 5.9170, -3.5770)
H (1.0035, -1.5792, 2.6541)
H (-0.1858, 6.0073, 0.3822)
H (-3.0785, -6.2463, -1.0913)
H (-1.3692, -5.3884, 2.4342)
H (4.6166, -2.9621, -5.4197)
H (0.9460, -3.4721, 4.0670)
H (0.5053, 6.6903, -1.0998)
H (2.1712, -3.2580, -5.7354)
H (-2.0219, 5.9718, -3.4443)
H (1.3483, 0.1280, -2.0850)
H (0.6738, -3.4032, -3.7882)
H (-0.3797, -3.2450, 5.2403)
H (2.9566, 0.7570, 0.4689)
H (-2.5776, 3.8032, -0.0441)
H (-0.0818, -4.8240, 4.5021)
H (4.3232, 2.6038, -4.1085)
H (-2.5304, -4.8408, 3.6716)

(2)
C41H67F5O7S | ωB97M-V with the def2-TZVPD basis set

The total energy is -82357.78029 eV. The value obtained for the highest occupied orbital energy is -9.555 eV. The calculation puts the lowest unoccupied orbital energy at -1.56 eV. For the HOMO-LUMO gap, the calculation gives 8.00 eV.

Atoms and positions in Å:
S (0.9933, 1.0618, 1.8018)
F (3.2543, -1.1316, 2.0532)
F (1.4836, -1.9158, 1.0624)
F (-0.1207, -0.9556, 3.0597)
F (1.6417, -0.1287, 4.0387)
F (2.0750, -2.6195, 3.0507)
O (0.6343, 1.7807, -4.5923)
O (-0.5636, 0.4736, -3.2434)
O (1.7543, 5.7205, 1.2948)
O (-1.4716, 1.8441, 3.4568)
O (-3.2677, 0.1673, -0.7741)
O (1.8783, 0.9447, 0.6788)
O (1.2558, 2.1508, 2.6925)
C (2.7172, 5.0941, 2.1132)
C (-0.4062, 1.3030, -4.2871)
C (-0.3831, 7.8947, 0.1203)
C (-0.0138, 0.9833, -2.0140)
C (-6.0007, -2.8387, 0.0895)
C (1.1386, 7.6359, 0.0117)
C (3.6533, -4.2849, 0.0036)
C (-0.7051, 1.1871, 1.3146)
C (3.8160, -0.2737, -2.9347)
C (5.0310, -2.0884, -5.1598)
C (4.7510, -7.2135, -0.0220)
C (-5.1138, -1.1856, 1.8214)
C (-1.1799, 0.7288, 0.1502)
C (-1.0552, 7.3140, 1.3630)
C (-7.2029, -3.3262, 0.8995)
C (3.6822, -1.3777, -5.2592)
C (-1.6072, 1.9002, 2.2731)
C (3.7036, -8.7609, 1.7186)
C (-6.4341, -5.7481, 1.1521)
C (5.1721, -6.1090, 0.9481)
C (2.8270, -1.2210, -2.2588)
C (-3.1271, 3.8668, 2.1755)
C (3.5182, -8.0087, 0.4039)
C (-4.8063, -2.3794, 0.9224)
C (3.5620, -0.0971, -4.4317)
C (-2.6333, 0.9711, -0.1542)
C (-4.6499, 4.1295, 0.3207)
C (-4.1978, 2.9346, -0.2456)
C (-4.5529, 5.9357, 2.1128)
C (-0.3930, 0.0148, -0.8941)
C (1.8166, 7.1338, 1.2775)
C (4.0966, -5.0645, 1.2394)
C (-4.1164, 4.6154, 1.5197)
C (-3.3358, 6.8209, 2.3908)
C (-3.1911, 2.2166, 0.3926)
C (-2.6760, 2.6822, 1.6042)
C (6.2002, -1.2463, -5.6621)
C (2.0121, -1.5679, 2.2313)
C (-2.5529, 7.1574, 1.1202)
C (-6.9100, -4.4806, 1.8560)
C (1.1193, -0.4835, 2.8715)
H (-6.3252, -2.0108, -0.5488)
H (-2.6684, 6.3948, 0.3472)
H (4.9813, -3.0077, -5.7497)
H (-5.1374, 5.7854, 3.0160)
H (2.5607, 0.3167, -4.5734)
H (3.2269, -5.5357, 1.7061)
H (2.8151, -9.3479, 1.9552)
H (3.1889, -4.9377, -0.7371)
H (-5.4690, -0.3365, 1.2326)
H (-0.9498, 8.0431, 2.1668)
H (4.4924, -4.3599, 1.9762)
H (5.4958, -6.5559, 1.8923)
H (3.7496, 0.7082, -2.4576)
H (-3.9986, -2.1033, 0.2409)
H (1.8003, -0.8793, -2.4026)
H (-5.4870, -5.5909, 0.6340)
H (-4.2155, -0.8696, 2.3574)
H (4.5510, -9.4469, 1.6585)
H (-7.9884, -3.6344, 0.2020)
H (1.3934, 7.5742, 2.1837)
H (4.2520, 0.6562, -4.8223)
H (2.9020, -2.2344, -2.6567)
H (1.6395, 8.5601, -0.2676)
H (-7.6212, -2.4921, 1.4702)
H (3.5634, 5.7456, 2.3360)
H (3.2844, -8.7293, -0.3841)
H (0.4713, -0.4986, -0.5015)
H (4.8352, -0.6289, -2.7583)
H (4.5028, -3.7825, -0.4642)
H (3.1013, 4.2236, 1.5877)
H (-0.5650, 8.9641, 0.0535)
H (-2.6770, 6.3795, 3.1351)
H (-7.8239, -4.7087, 2.4108)
H (6.0451, -0.9453, -6.7002)
H (-5.4211, 4.7038, -0.1721)
H (2.9249, -3.5266, 0.2797)
H (3.8767, -8.0797, 2.5530)
H (2.8930, -2.0768, -4.9663)
H (5.5919, -7.9029, -0.1473)
H (-5.1561, 6.4591, 1.3736)
H (4.5691, -6.7820, -1.0104)
H (-1.0501, -0.7309, -1.3388)
H (-2.9660, 8.0737, 0.6999)
H (2.6500, -7.3482, 0.4792)
H (-0.8533, 7.4426, -0.7528)
H (1.0645, 1.0768, -2.0965)
H (-3.6740, 7.7599, 2.8259)
H (-2.6949, 4.1808, 3.1115)
H (-0.4117, 1.9811, -1.8270)
H (-5.8717, -1.4236, 2.5693)
H (-6.2838, -6.5548, 1.8709)
H (-1.3076, 1.4997, -4.8723)
H (3.0168, -1.2761, -1.1846)
H (-4.6047, 2.5859, -1.1822)
H (7.1317, -1.8123, -5.6141)
H (-6.1700, -4.1760, 2.6011)
H (3.4878, -1.1306, -6.3078)
H (5.2200, -2.3987, -4.1283)
H (2.2887, 4.7458, 3.0523)
H (2.8635, 7.4481, 1.2497)
H (-4.4259, -3.2067, 1.5286)
H (-7.1700, -6.0861, 0.4197)
H (-5.6734, -3.6295, -0.5912)
H (-0.6382, 6.3540, 1.6525)
H (1.3602, 6.9077, -0.7613)
H (6.3342, -0.3441, -5.0636)
H (6.0535, -5.6056, 0.5384)

(3)
C41H68Cl4F5N8O11S2 | ωB97M-V with the def2-TZVPD basis set

The total energy is -163416.76365 eV. The value obtained for the highest occupied orbital energy is -7.200 eV. The total charge is -1. The calculation puts the lowest unoccupied orbital energy at 1.96 eV. For the HOMO-LUMO gap, the calculation gives 9.16 eV.

Atoms and positions in Å:
Cl (4.4516, 0.2958, -2.7286)
Cl (7.0650, 0.9830, -1.6390)
Cl (6.5828, 0.1164, 2.1552)
Cl (5.2554, -0.6679, 4.6278)
S (0.5562, -1.5504, 1.1393)
S (1.4642, 0.2452, -0.1758)
F (3.1337, 6.4289, 1.5029)
F (1.2938, 1.8026, -0.5197)
F (-3.4733, -0.6837, 9.2404)
F (-1.3600, 0.9357, -6.6732)
F (-0.0846, -1.5125, 2.6251)
O (0.6739, 3.5066, 4.6789)
O (2.8246, 0.1937, 0.2481)
O (1.8039, -2.1027, 1.5445)
O (-2.9198, -6.6453, -1.7491)
O (-0.3675, -2.3371, 0.4200)
O (1.1434, -0.3631, -1.4203)
O (-5.7652, -0.5601, 1.8888)
O (-1.0438, 6.1942, -0.2114)
O (-1.0256, -3.9291, -5.3903)
O (-4.2089, 1.3575, -0.2209)
O (3.4571, -3.0334, -3.2138)
N (0.3952, 0.1132, 0.9612)
N (-3.2090, 5.7788, 0.2493)
N (-4.7526, -2.4981, 2.3808)
N (0.7533, 1.5975, 3.4822)
N (5.2532, -4.0369, -2.1312)
N (-0.5802, -1.7005, -5.3016)
N (-2.3661, 1.1073, 1.0399)
N (-1.4903, -5.1595, -2.6515)
C (-1.7585, -1.1872, 7.7360)
C (-0.1079, -1.6496, -3.9261)
C (4.5928, 3.2222, 0.6337)
C (-3.6032, -0.9742, 5.6643)
C (6.2969, 4.6604, 1.5339)
C (-6.8168, -1.9354, 3.5112)
C (-1.6301, -2.6059, -7.3018)
C (-0.7065, 1.7449, -4.5587)
C (-1.9242, 4.1143, -0.9509)
C (5.3564, 5.6696, 1.7109)
C (4.0355, -3.3943, -2.2049)
C (1.1752, 0.8065, 4.6295)
C (-3.5164, -2.2035, 1.6736)
C (1.9023, 1.8157, -5.4420)
C (-1.0386, -2.8191, -5.9067)
C (-3.5197, 7.0792, 0.8268)
C (-2.5287, -6.0180, -2.7234)
C (-2.2733, -1.2986, 5.4266)
C (-2.9512, 1.4851, 2.3171)
C (-2.3427, 0.4059, -1.3188)
C (5.0221, -0.1657, 2.9356)
C (-3.0504, 0.9880, -0.1164)
C (4.0349, 5.4466, 1.3870)
C (0.5551, 2.9276, 3.6083)
C (-0.3831, 1.3552, -5.8417)
C (3.6635, 4.2377, 0.8319)
C (-3.3105, -6.0473, -4.0160)
C (-0.7536, -4.9352, -1.4223)
C (5.6398, -0.0422, -1.4568)
C (1.5980, 2.0640, -4.1177)
C (5.9706, -4.3323, -3.3456)
C (-1.3663, -1.5263, 6.4482)
C (-5.7629, -1.6096, 2.4769)
C (-3.0709, -0.8488, 7.9699)
C (0.2915, 2.0892, -3.6715)
C (3.3477, -3.2195, -0.8547)
C (0.8916, 1.4778, -6.3376)
C (-4.0156, -0.7436, 6.9695)
C (5.8990, 3.4111, 1.0702)
C (0.0600, 3.6757, 2.3860)
C (-2.0091, 5.4658, -0.2836)
H (-7.0574, -2.9999, 3.5128)
H (-1.7622, 1.6996, -4.3119)
H (-3.7280, 6.9736, 1.8924)
H (-3.2632, -5.0911, -4.5325)
H (0.8380, -1.1153, -3.9237)
H (5.1792, 0.1707, -0.5005)
H (-6.4100, -1.6371, 4.4806)
H (5.7856, -3.8990, -1.2921)
H (4.3101, 2.2838, 0.1761)
H (3.7253, -2.3415, -0.3171)
H (3.6237, -4.0213, -0.1585)
H (-2.8228, 3.5330, -0.7481)
H (-2.6990, -2.7351, -7.1304)
H (-1.4788, -1.5618, -7.5675)
H (2.9354, 1.8683, -5.7613)
H (-1.0790, -1.1923, 8.5796)
H (-4.2919, -0.8700, 4.8372)
H (0.4040, 0.8454, 5.4005)
H (-1.4408, -4.6440, -0.6300)
H (4.5077, 0.7847, 2.9919)
H (1.1661, 1.1193, -7.3221)
H (7.0178, -4.0343, -3.2775)
H (-0.1887, -5.8390, -1.2051)
H (-0.3393, -1.7897, 6.2416)
H (-1.1946, -3.3151, -7.9921)
H (-2.8340, 0.7410, -2.2270)
H (-0.0384, -2.6258, -3.4640)
H (-5.0043, -0.4324, 7.2858)
H (-3.7342, -1.7667, 0.7022)
H (5.5364, -3.8110, -4.1944)
H (2.6328, 4.0248, 0.5642)
H (2.0924, 1.2299, 5.0406)
H (-1.2977, 0.7163, -1.3326)
H (-7.7315, -1.3632, 3.3945)
H (0.6405, 1.1564, 2.5701)
H (-0.8101, -1.0647, -3.3288)
H (-2.9197, -3.1063, 1.6154)
H (1.3757, -0.2045, 4.2957)
H (5.9472, -5.3997, -3.5737)
H (-1.2958, -4.5693, -3.4521)
H (-0.2547, -0.9375, -5.8669)
H (-1.8180, 4.3050, -2.0215)
H (2.3783, 2.3563, -3.4241)
H (0.0577, 2.3181, -2.6435)
H (5.8583, -1.1027, -1.4969)
H (5.7597, 6.6321, 2.0036)
H (-4.3957, 7.4586, 0.2995)
H (-2.4162, -0.6837, -1.2941)
H (-4.3326, -6.3706, -3.8612)
H (-3.9139, 0.9999, 2.4719)
H (2.2680, -3.1826, -0.8897)
H (-4.8344, -3.4355, 2.7238)
H (-1.0209, 3.6011, -0.6316)
H (-0.2808, 2.9920, 1.6052)
H (-3.9894, 5.1683, 0.0898)
H (-2.8362, -6.8023, -4.6529)
H (-0.7488, 4.3370, 2.6832)
H (-0.0754, -4.0939, -1.5449)
H (-2.6867, 7.7631, 0.7092)
H (0.8614, 4.2968, 1.9850)
H (-2.9941, 2.5687, 2.4271)
H (-1.9885, -1.3712, 4.3799)
H (4.4431, -0.9209, 2.4313)
H (6.6048, 2.5977, 0.9804)
H (-2.2804, 1.0800, 3.0803)
H (7.3412, 4.8961, 1.6894)
H (-2.9659, -1.4665, 2.2621)
H (-1.3899, 0.8178, 1.0599)